Entry from the Open Molecules 2025 dataset: 2 unconnected molecules or ions with the total composition C2H4N3OS (ωB97M-V/def2-TZVPD).

The gap between HOMO and LUMO (alpha / beta) is 2.90 / 2.76 eV. Its charge is -1. As for the energy above the lowest of the compared OMol25 structures with the same formula, charge and spin: 85.0 kcal/mol. Its spin multiplicity is 1. The calculation puts the maximum force at 2.79 eV/Å.

Last column: Mulliken charge in e.
Positions of all 11 atoms, in Å:
S 2.2830 2.7481 3.8242  -0.8485
O -2.4262 -2.3409 -1.2578  -0.4644
N -1.1137 -0.7366 -2.1626  -0.0407
N -1.8300 -1.2630 -1.2683  0.3497
N -0.3259 0.2703 -2.0286  -0.3369
C 0.0651 -0.4355 0.2640  -0.7200
C 0.2829 0.3630 -0.8149  0.1445
H -0.6212 -1.1801 0.3052  0.3561
H 1.9560 1.9308 2.8202  -0.1503
H 1.1275 0.9987 -0.8629  0.4091
H 0.6025 -0.3548 1.1814  0.3013